Computed, not measured: a structure of composition C3H8NO2S in a non-equilibrium geometry, with the ωB97M-V functional and the def2-TZVPD basis.

```
15
Properties=species:S:1:pos:R:3
C 3.827 -0.903 -1.368
C -2.762 1.713 -1.140
C 2.736 -0.661 -0.627
N -1.683 0.867 -1.557
O -0.430 -1.120 -1.084
O -1.135 0.237 0.875
S -1.383 -0.154 -0.501
H 4.866 -0.784 -1.020
H 3.668 -1.121 -2.416
H -2.522 -0.820 -0.249
H -2.366 2.486 -0.404
H -3.461 1.185 -0.601
H -3.369 2.173 -1.996
H 2.669 -0.338 0.389
H 1.802 -0.532 -1.118
```

The HOMO energy comes out at -4.2058 eV. For the energy relative to the best compared isomer or geometry (same formula, charge and spin), the calculation gives 93.5 kcal per mole. As for the total energy: -19659.766 eV. Its HOMO-LUMO gap is 0.298 hartree. The charge is -1. The LUMO energy is 3.9 eV. As for the largest force on an atom: 3.33 eV/Å.

***

Computed, not measured: a cluster of 6 separate species, C20H55N6O8 in total in a non-equilibrium geometry, with the ωB97M-V functional and the def2-TZVPD basis.

```
89
Properties=species:S:1:pos:R:3
N -14.456 9.356 16.763
O -13.861 8.219 16.763
O -14.842 9.832 15.684
O -14.635 9.940 17.839
C -17.016 6.250 16.836
C -17.343 7.397 17.810
C -18.671 7.168 18.486
O -18.907 8.138 19.473
C -20.140 7.980 20.106
N -16.268 7.593 18.797
H -17.186 5.290 17.341
H -15.962 6.291 16.563
H -17.611 6.274 15.917
H -17.348 8.315 17.210
H -18.711 6.143 18.895
H -19.484 7.247 17.740
H -20.263 8.811 20.802
H -20.184 7.033 20.660
H -20.970 8.055 19.384
H -16.190 6.699 19.296
H -15.386 7.637 18.288
C -12.899 11.326 20.895
C -13.644 10.332 21.761
C -14.576 10.967 22.782
O -15.599 11.704 22.147
C -16.381 12.428 23.045
N -14.414 9.374 20.921
H -12.533 10.835 19.994
H -12.070 11.776 21.446
H -13.549 12.138 20.568
H -12.967 9.722 22.385
H -13.990 11.644 23.425
H -15.016 10.177 23.407
H -17.406 12.460 22.662
H -16.010 13.437 23.249
H -16.498 11.903 24.009
H -14.432 8.481 21.412
H -13.848 9.121 20.113
C -15.142 3.134 21.608
C -15.132 4.536 21.014
C -13.848 4.800 20.278
O -13.668 6.165 19.949
C -12.689 6.274 18.940
N -16.348 4.751 20.156
H -14.925 2.386 20.838
H -16.067 2.966 22.149
H -14.301 3.013 22.303
H -15.248 5.220 21.861
H -13.797 4.186 19.369
H -13.037 4.568 20.986
H -11.786 5.719 19.244
H -12.418 7.295 18.691
H -13.046 5.833 18.000
H -17.159 4.606 20.750
H -16.319 3.925 19.554
C -9.308 10.023 16.803
C -10.767 9.866 16.399
C -11.124 10.643 15.147
O -11.401 12.008 15.331
C -12.402 12.264 16.284
N -11.023 8.435 16.144
H -9.093 9.479 17.727
H -8.995 11.067 16.850
H -8.673 9.510 16.069
H -11.386 10.136 17.264
H -11.947 10.125 14.632
H -10.276 10.549 14.460
H -12.129 12.199 17.341
H -13.294 11.652 16.089
H -12.754 13.293 16.143
H -10.971 7.923 17.020
H -12.007 8.299 15.901
C -14.249 8.459 12.725
C -15.365 8.868 11.745
C -16.664 8.144 12.033
O -17.140 8.500 13.302
C -18.370 7.925 13.601
N -15.533 10.351 11.684
H -13.479 9.229 12.724
H -13.727 7.585 12.315
H -14.644 8.221 13.706
H -15.051 8.496 10.755
H -16.485 7.062 11.976
H -17.403 8.445 11.269
H -18.392 6.841 13.413
H -19.202 8.372 13.035
H -18.555 8.088 14.663
H -16.460 10.516 11.293
H -14.897 10.655 10.952
```

The HOMO energy comes out at -4.9730 eV. For the energy relative to the best compared isomer or geometry (same formula, charge and spin), the calculation gives 44.9 kcal per mole. As for the total energy: -46947.531 eV. Its HOMO-LUMO gap is 0.277 hartree. The charge is -1. The LUMO energy is 2.6 eV. As for the largest force on an atom: 1.58 eV/Å.